# C20H42AlNP3Se

A structure of composition C20H42AlNP3Se (ωB97M-V/def2-TZVPD, the Open Molecules 2025 dataset).

## Properties
Orbital gap (eV): 6.5
LUMO (eV): -10.49
Net charge: +3
Energy above the lowest of the compared OMol25 structures with the same formula, charge and spin (eV): 0.2261
Spin multiplicity: 1

Each line ends with the natural charge from an NBO analysis.
CARTESIAN COORDINATES (ANGSTROEM)
Al1 0.6546 -0.4076 -0.7964  1.062
P1 -1.3992 -0.5991 1.2646  0.859
P2 1.6861 -2.6214 -0.7330  0.890
P3 -1.3759 -0.7630 -2.0786  0.897
H1 0.2361 4.6035 -0.2036  0.199
C1 -0.8227 4.3462 -0.3242  -0.407
C2 -1.5185 3.8394 0.7075  -0.390
H2 -1.0086 3.6248 1.6533  0.190
C3 -0.8481 0.1649 2.8400  -0.936
C4 -1.5668 -2.3498 1.8306  -0.930
C5 -3.1590 -0.0449 1.3693  -0.918
C6 3.0082 -2.9617 -1.9522  -0.925
C7 2.5703 -2.9389 0.8292  -0.927
C8 0.6071 -4.0847 -0.8968  -0.930
C9 -2.3981 0.7478 -2.0821  -0.947
C10 -2.5360 -2.1165 -1.6942  -0.941
C11 -1.0449 -1.0507 -3.8442  -0.946
H3 -1.2804 4.6172 -1.2832  0.214
H4 -2.5856 3.5996 0.6520  0.209
H5 -0.6374 1.2301 2.6825  0.243
H6 0.0528 -0.3276 3.2260  0.238
H7 -1.6526 0.0704 3.5825  0.270
H8 -0.5741 -2.7910 1.9932  0.232
H9 -2.1033 -2.9498 1.0840  0.247
H10 -2.1263 -2.3728 2.7765  0.272
H11 -3.2269 1.0238 1.1314  0.255
H12 -3.5145 -0.1911 2.3994  0.270
H13 -3.8136 -0.6030 0.6898  0.246
H14 3.7082 -3.6982 -1.5279  0.284
H15 3.5477 -2.0350 -2.1906  0.252
H16 2.5719 -3.3674 -2.8753  0.272
H17 3.2657 -3.7746 0.6717  0.283
H18 1.8644 -3.1963 1.6287  0.261
H19 3.1397 -2.0504 1.1266  0.247
H20 1.2176 -4.9930 -0.7887  0.290
H21 0.1277 -4.0897 -1.8851  0.258
H22 -0.1706 -4.0774 -0.1210  0.258
H23 -3.0568 0.7065 -2.9621  0.281
H24 -1.7589 1.6399 -2.1451  0.259
H25 -3.0075 0.8217 -1.1707  0.265
H26 -3.1504 -2.2853 -2.5892  0.288
H27 -3.1914 -1.8664 -0.8520  0.259
H28 -1.9881 -3.0394 -1.4633  0.255
H29 -2.0139 -1.0786 -4.3630  0.275
H30 -0.5330 -2.0121 -3.9807  0.256
H31 -0.4129 -0.2526 -4.2533  0.260
C12 1.8899 2.0242 -3.8605  -0.156
C13 1.3756 3.2435 -3.4100  -0.197
C14 1.4257 4.3737 -4.2381  -0.193
C15 1.9835 4.2884 -5.5215  -0.154
C16 2.4909 3.0612 -5.9758  -0.152
C17 2.4494 1.9320 -5.1457  -0.250
Se1 2.0116 0.4121 -2.6836  0.273
H32 0.9864 1.1373 -1.5857  0.006
H33 0.9489 3.3004 -2.4097  0.204
H34 1.0294 5.3207 -3.8717  0.252
H35 2.0259 5.1730 -6.1610  0.260
H36 2.9245 2.9904 -6.9762  0.261
H37 2.8610 0.9823 -5.4924  0.238
C18 2.5099 1.0143 3.9931  -0.591
C19 2.9948 1.4097 2.5837  -0.567
C20 2.2507 0.7917 1.5172  0.684
N1 1.6465 0.2711 0.6666  -0.670
H38 1.5029 1.4040 4.1862  0.232
H39 3.1739 1.4131 4.7665  0.278
H40 2.4924 -0.0774 4.1029  0.226
H41 2.9293 2.4990 2.4446  0.309
H42 4.0489 1.1211 2.4529  0.309

# C20H42BF9N2O7PS

A cluster of 3 separate species, C20H42BF9N2O7PS in total (ωB97M-V/def2-TZVPD, the Open Molecules 2025 dataset).

## Properties
Orbital gap (eV): 7.5
LUMO (eV): -3.39
Net charge: +1
Spin multiplicity: 1

Each line ends with the Löwdin charge.
CARTESIAN COORDINATES (ANGSTROEM)
C1 -2.9313 -1.0007 -2.2476  -0.039
N1 -2.1238 -0.3044 -1.1994  -0.107
C2 -2.3071 -1.0345 0.0962  -0.019
B1 -0.7686 -0.3346 -1.6523  -0.714
O1 -0.1080 -1.4578 -2.0324  0.214
N2 0.0419 0.9845 -1.7934  -0.107
C3 1.3110 0.9926 -0.9622  -0.096
C4 1.0852 1.2425 0.5327  -0.035
C5 1.4839 0.0297 1.3536  -0.481
F1 2.7879 -0.0859 1.4221  0.177
F2 1.0100 -1.1021 0.7916  0.123
C6 0.8809 0.1665 2.7775  -0.420
F3 1.0918 1.4246 3.1514  0.181
F4 -0.4069 -0.0147 2.7184  0.200
C7 1.5403 -0.7171 3.8601  -0.414
F5 0.8271 -0.5325 4.9621  0.192
F6 2.7420 -0.3223 4.1301  0.225
C8 1.5157 -2.2451 3.5841  -0.643
F7 2.4737 -2.5851 2.7722  0.217
F8 1.6683 -2.8654 4.7107  0.238
F9 0.3637 -2.6056 3.0877  0.214
P1 -1.0330 2.4259 -1.6310  0.410
S1 -2.2973 2.5676 -3.0584  0.290
H1 -2.4408 -0.9732 -3.2201  0.091
H2 -3.8934 -0.5194 -2.3661  0.081
H3 -3.0745 -2.0454 -2.0002  0.099
H4 -3.2977 -1.4580 0.1491  0.098
H5 -2.2008 -0.3201 0.9035  0.076
H6 -1.5642 -1.8262 0.2066  0.087
H7 0.2189 -1.9774 -1.2816  0.131
H8 0.3501 1.0048 -2.7753  0.164
H9 1.7492 0.0059 -1.0664  0.126
H10 2.0143 1.6788 -1.4072  0.141
H11 1.7549 2.0329 0.8358  0.146
H12 0.0655 1.4832 0.8109  0.114
H13 -0.2072 3.5500 -1.4139  0.017
H14 -1.6943 2.2099 -0.4082  0.011
C9 -10.1386 -0.3219 -0.1983  -0.106
O2 -9.1927 0.6893 0.0821  -0.199
C10 -8.1417 0.2430 0.9200  -0.204
C11 -6.8615 0.9948 0.6257  -0.180
O3 -6.2020 0.5835 -0.5682  -0.146
C12 -6.7968 0.9549 -1.8084  -0.178
C13 -6.6834 2.4290 -2.1380  -0.205
O4 -7.6271 3.1896 -1.4066  -0.194
C14 -7.1864 4.5026 -1.1394  -0.108
H15 -10.6728 -0.6210 0.7094  0.091
H16 -10.8528 0.0808 -0.9138  0.091
H17 -9.6540 -1.1956 -0.6492  0.087
H18 -7.9673 -0.8306 0.7817  0.126
H19 -8.4351 0.4253 1.9621  0.131
H20 -6.1565 0.7726 1.4310  0.123
H21 -7.0245 2.0736 0.6326  0.121
H22 -7.8299 0.6127 -1.8702  0.123
H23 -6.2302 0.4065 -2.5663  0.116
H24 -6.8914 2.5734 -3.2069  0.132
H25 -5.6612 2.7660 -1.9232  0.111
H26 -6.2358 4.4916 -0.5919  0.085
H27 -7.9361 4.9851 -0.5156  0.091
H28 -7.0722 5.0753 -2.0663  0.090
C15 4.9188 -2.1591 -0.2442  -0.114
O5 6.0152 -1.3131 0.0039  -0.193
C16 6.2886 -1.1592 1.3912  -0.195
C17 7.7640 -0.9209 1.6349  -0.181
O6 8.5678 -2.0837 1.5229  -0.121
C18 8.7989 -2.6107 0.2215  -0.178
C19 9.7250 -1.7721 -0.6331  -0.199
O7 9.0467 -0.6388 -1.1560  -0.205
C20 9.9071 0.4599 -1.3687  -0.113
H29 3.9916 -1.7112 0.1303  0.057
H30 4.8376 -2.2947 -1.3226  0.090
H31 5.0691 -3.1429 0.2139  0.095
H32 5.9747 -2.0512 1.9455  0.128
H33 5.7183 -0.2931 1.7546  0.120
H34 7.8760 -0.5973 2.6724  0.130
H35 8.1452 -0.1144 1.0059  0.121
H36 7.8605 -2.8169 -0.2952  0.118
H37 9.2898 -3.5713 0.3914  0.130
H38 10.0755 -2.3766 -1.4796  0.130
H39 10.5880 -1.4638 -0.0329  0.129
H40 10.4162 0.7430 -0.4404  0.089
H41 9.2989 1.3013 -1.6970  0.086
H42 10.6490 0.2342 -2.1420  0.090